2 unconnected molecules or ions with the total composition C6H13N3O2S at a distorted geometry. Source: OMol25; level of theory: wB97M-V/def2-TZVPD.

Properties
- SMILES string = NC(=C(O)O)[C@@H]1NCCS1.C=N
- relative energy (zero: lowest compared OMol25 entry of this formula, charge and spin) (eV) = 3.775
- E_tot (a.u.) = -949.2605
- F_max (eV Å⁻¹) = 4.5
- lowest unoccupied orbital energy (eV) = 0.4

Positions of all 25 atoms, in Å:
C -2.278 -0.783 -0.410
C 2.433 -0.709 -0.469
C 2.561 -0.012 -1.848
C 0.196 -0.735 -0.698
C -0.335 1.257 3.119
C -1.118 -0.140 -0.583
N 0.236 2.142 3.793
N -1.141 1.238 -0.626
N 1.218 -0.373 0.173
O -2.470 -2.138 -0.237
O -3.463 -0.318 -0.560
S 0.824 -0.088 -2.496
H 2.416 -1.831 -0.623
H 3.261 -0.492 0.140
H 3.001 0.928 -1.698
H 3.172 -0.614 -2.573
H 0.066 -1.814 -0.776
H -0.187 0.222 3.530
H -0.884 1.275 2.137
H -1.652 -2.597 -0.012
H 0.119 3.024 3.439
H -2.149 1.392 -0.591
H -4.019 -0.952 -1.064
H 1.091 0.639 0.484
H -0.898 1.481 -1.550



2 unconnected molecules or ions with the total composition C4H7NO3 at a distorted geometry. Source: OMol25; level of theory: wB97M-V/def2-TZVPD.

Properties
- SMILES string = [H]/N=C/C(C)=O.O=CO
- relative energy (zero: lowest compared OMol25 entry of this formula, charge and spin) (eV) = 3.393
- E_tot (a.u.) = -437.0187
- F_max (eV Å⁻¹) = 4.1
- lowest unoccupied orbital energy (eV) = 0.0

Positions of all 15 atoms, in Å:
C -1.597 -1.042 0.300
C -0.470 -0.369 1.019
O -0.723 1.662 -0.541
O -0.430 -0.170 2.202
H -1.124 1.397 -1.391
H -2.035 -1.794 0.961
H -1.312 -1.491 -0.650
H -2.362 -0.284 0.120
C 0.692 1.545 -0.787
C 1.030 -0.591 0.212
N 2.120 -0.292 0.812
O 1.091 1.226 -1.894
H 2.931 -0.656 0.300
H 1.203 2.133 -0.014
H 0.987 -1.275 -0.650



A molecular structure, C36H48AsN2O2S6SeTa. Source: OMol25; level of theory: wB97M-V/def2-TZVPD.

Properties
- relative energy (zero: lowest compared OMol25 entry of this formula, charge and spin) (eV) = 1.104
- E_tot (a.u.) = -8744.1541
- F_max (eV Å⁻¹) = 0.9
- lowest unoccupied orbital energy (eV) = -1.1

Positions of all 97 atoms, in Å:
Ta -1.217 -1.820 -1.913
C 4.621 1.555 1.896
C 4.477 0.056 2.154
C 5.797 -0.628 1.777
C 4.205 -0.148 3.651
C 3.336 -0.559 1.343
C 2.553 0.182 0.471
C 1.519 -0.436 -0.216
Se 0.366 0.505 -1.419
C -0.873 1.167 -0.127
C -0.615 2.311 0.606
C -1.558 2.769 1.518
C -2.747 2.056 1.624
C -3.063 0.911 0.891
C -2.072 0.466 0.009
O -2.236 -0.630 -0.768
C -4.450 0.291 1.103
C -4.735 -0.972 0.289
C -5.506 1.339 0.717
C -4.607 -0.072 2.588
C -1.340 4.012 2.380
C -1.425 3.625 3.862
C 0.026 4.650 2.130
C -2.423 5.051 2.060
C 1.276 -1.794 -0.061
O 0.244 -2.325 -0.761
C 2.055 -2.591 0.788
C 3.063 -1.924 1.475
C 1.799 -4.089 0.937
C 2.752 -4.720 1.954
C 2.018 -4.790 -0.412
C 0.364 -4.330 1.428
H 5.441 1.950 2.498
H 4.848 1.770 0.850
H 3.717 2.103 2.172
H 6.620 -0.201 2.355
H 5.769 -1.699 1.980
H 6.019 -0.492 0.717
H 5.010 0.293 4.242
H 3.266 0.324 3.944
H 4.144 -1.205 3.910
H 2.734 1.238 0.328
H 0.319 2.837 0.466
H -3.491 2.422 2.320
H -4.669 -0.807 -0.785
H -4.054 -1.786 0.536
H -5.750 -1.301 0.522
H -5.409 1.612 -0.336
H -6.505 0.926 0.867
H -5.426 2.248 1.312
H -3.862 -0.812 2.884
H -4.502 0.794 3.242
H -5.596 -0.501 2.759
H -0.667 2.881 4.113
H -1.268 4.502 4.492
H -2.400 3.205 4.113
H 0.843 3.964 2.365
H 0.140 4.978 1.095
H 0.139 5.528 2.767
H -3.423 4.663 2.258
H -2.284 5.944 2.673
H -2.381 5.346 1.010
H 3.682 -2.497 2.150
H 3.798 -4.616 1.658
H 2.631 -4.293 2.952
H 2.536 -5.787 2.026
H 3.040 -4.632 -0.765
H 1.869 -5.865 -0.290
H 1.325 -4.444 -1.176
H 0.193 -3.829 2.383
H -0.378 -3.982 0.711
H 0.207 -5.401 1.575
C -3.142 2.321 -3.065
C -2.032 2.173 -4.054
N -1.044 1.344 -3.891
C -0.180 1.371 -4.962
C -0.531 2.244 -5.948
S -1.979 3.048 -5.531
C 1.013 0.512 -5.003
C 1.993 0.610 -5.946
S 3.196 -0.565 -5.660
C 2.331 -1.116 -4.285
N 1.222 -0.472 -4.063
C 2.817 -2.245 -3.437
H -2.873 1.780 -2.160
H -4.070 1.900 -3.454
H -3.315 3.368 -2.812
H -0.032 2.431 -6.883
H 2.063 1.303 -6.765
H 3.904 -2.307 -3.440
H 2.413 -3.193 -3.795
H 2.479 -2.096 -2.412
S -2.768 -3.622 -1.407
As -2.564 -3.574 -3.654
S -2.687 -1.349 -3.868
S -0.365 -3.530 -3.582
S -3.683 -4.832 -4.790



A gas-phase ion, C25H26FSi (charge +1) at a distorted geometry. Source: OMol25; level of theory: wB97M-V/def2-TZVPD.

Properties
- total charge = +1
- relative energy (zero: lowest compared OMol25 entry of this formula, charge and spin) (eV) = 0.000
- E_tot (a.u.) = -1357.3229
- F_max (eV Å⁻¹) = 2.4
- lowest unoccupied orbital energy (eV) = -5.3

Positions of all 53 atoms, in Å:
F 3.667 3.593 2.766
C 3.204 2.290 2.559
C 4.144 1.262 2.564
C 3.641 -0.040 2.403
C 2.298 -0.306 2.226
C 1.382 0.791 2.140
C 0.046 0.622 1.460
C -1.194 1.142 2.141
C -2.320 0.308 2.346
C -3.568 0.862 2.600
C -3.706 2.251 2.727
C -2.581 3.084 2.605
C -1.327 2.525 2.320
C 1.851 2.107 2.440
H 5.196 1.476 2.684
H 4.349 -0.894 2.417
H 1.935 -1.312 2.074
H -0.086 -0.416 1.122
H -2.208 -0.784 2.280
H -4.439 0.214 2.715
H -4.685 2.701 2.875
H -2.661 4.165 2.722
H -0.469 3.194 2.188
H 1.173 2.937 2.538
C 2.992 -2.413 -2.193
Si 1.124 -2.318 -2.169
C 0.380 -3.198 -3.650
C 0.358 -2.903 -0.573
C 0.670 -0.384 -2.248
C -0.818 -0.154 -2.256
C -1.139 0.684 -1.167
C -2.445 1.077 -0.946
C -3.439 0.581 -1.779
C -3.128 -0.229 -2.893
C -1.792 -0.571 -3.153
C 0.085 1.005 -0.321
C 1.136 0.364 -1.053
H 3.429 -1.816 -1.394
H 3.299 -3.447 -2.053
H 3.395 -2.070 -3.146
H -0.705 -3.118 -3.666
H 0.774 -2.815 -4.591
H 0.638 -4.254 -3.584
H -0.716 -2.723 -0.578
H 0.529 -3.975 -0.456
H 0.800 -2.393 0.278
H 1.151 -0.154 -3.199
H -2.675 1.811 -0.169
H -4.476 0.871 -1.616
H -3.918 -0.589 -3.550
H -1.512 -1.133 -4.025
H 0.171 2.073 0.007
H 2.194 0.419 -0.770



| no. | HOMO (eV) |
| --- | --- |
| 1 | -7.99 |
| 2 | -9.60 |
| 3 | -8.03 |
| 4 | -12.02 |